{
  "formula": "C48H118N2O12",
  "method": "ωB97M-V with the def2-TZVPD basis set",
  "elements": ["C", "C", "C", "O", "H", "H", "H", "H", "H", "H", "H", "H", "C", "C", "C", "O", "H", "H", "H", "H", "H", "H", "H", "H", "C", "C", "C", "O", "H", "H", "H", "H", "H", "H", "H", "H", "C", "C", "C", "O", "H", "H", "H", "H", "H", "H", "H", "H", "C", "C", "C", "O", "H", "H", "H", "H", "H", "H", "H", "H", "C", "C", "C", "O", "H", "H", "H", "H", "H", "H", "H", "H", "C", "C", "C", "O", "H", "H", "H", "H", "H", "H", "H", "H", "C", "C", "C", "O", "H", "H", "H", "H", "H", "H", "H", "H", "C", "C", "C", "O", "H", "H", "H", "H", "H", "H", "H", "H", "C", "C", "C", "O", "H", "H", "H", "H", "H", "H", "H", "H", "C", "C", "C", "C", "C", "C", "N", "O", "C", "C", "C", "H", "H", "H", "H", "H", "H", "H", "H", "H", "H", "H", "H", "H", "H", "H", "H", "H", "H", "H", "C", "C", "C", "C", "C", "C", "N", "O", "C", "C", "C", "H", "H", "H", "H", "H", "H", "H", "H", "H", "H", "H", "H", "H", "H", "H", "H", "H", "H", "H"],
  "coordinates": [[-3.902613, 4.596683, -2.562939], [-3.729500, 4.522512, -1.082416], [-3.392182, 5.913756, -0.415440], [-4.973298, 3.959190, -0.544258], [-4.413433, 3.707418, -2.999601], [-2.905167, 4.652295, -3.067724], [-4.347052, 5.468014, -2.907732], [-2.933485, 3.875233, -0.895659], [-2.453035, 6.395715, -0.646152], [-3.202003, 5.902476, 0.682804], [-4.167748, 6.634073, -0.688793], [-5.011452, 4.260178, 0.369586], [-4.296237, -4.232262, -3.955983], [-3.126867, -4.632387, -4.916833], [-3.443578, -4.220416, -6.346373], [-1.883723, -4.050533, -4.455828], [-5.291063, -4.588547, -4.226684], [-4.285551, -3.102331, -3.872234], [-4.025101, -4.653260, -3.022495], [-2.908908, -5.655308, -4.920590], [-2.673829, -4.718219, -7.033230], [-3.490043, -3.173250, -6.507281], [-4.384986, -4.630162, -6.723738], [-1.966808, -3.083319, -4.264471], [3.655664, 1.149170, 3.059106], [3.974653, 2.412467, 2.211793], [3.689133, 2.153479, 0.684790], [3.258392, 3.535460, 2.705798], [4.481818, 0.396956, 2.872577], [2.759183, 0.639827, 2.772999], [3.654839, 1.342534, 4.107732], [5.042463, 2.637993, 2.253138], [4.376271, 1.486879, 0.162098], [3.698465, 3.133964, 0.143227], [2.701051, 1.871139, 0.548895], [2.342162, 3.465268, 2.370728], [4.031543, 4.953258, 6.475597], [3.032315, 3.840629, 6.213623], [2.183362, 3.409497, 7.370697], [2.121862, 4.311619, 5.187635], [4.659863, 5.036869, 5.560009], [4.705552, 4.814191, 7.351936], [3.605602, 5.953653, 6.660667], [3.609921, 2.964492, 5.789753], [1.496541, 4.219502, 7.581410], [2.923013, 3.342544, 8.161915], [1.701026, 2.376276, 7.335901], [2.687776, 4.266819, 4.371646], [-2.967651, -5.013396, -0.350737], [-2.447570, -4.550344, 1.017698], [-1.789444, -5.574832, 1.883768], [-1.342572, -3.531360, 0.855026], [-2.178375, -5.217288, -1.117104], [-3.660260, -4.316277, -0.857289], [-3.570944, -5.954924, -0.316158], [-3.284845, -4.079386, 1.511698], [-1.536628, -5.148110, 2.864108], [-0.853169, -5.770621, 1.410921], [-2.357698, -6.493741, 1.980841], [-1.834794, -2.694366, 0.686336], [-6.086853, 0.840213, 0.464264], [-6.236737, 0.686169, -0.991841], [-7.532404, 1.396571, -1.534877], [-5.036190, 1.238805, -1.632528], [-6.947393, 0.373633, 0.966382], [-5.921095, 1.876248, 0.814257], [-5.177246, 0.180228, 0.769927], [-6.243534, -0.373105, -1.147142], [-8.386905, 0.967089, -1.002014], [-7.662207, 1.190917, -2.583039], [-7.425050, 2.452535, -1.397340], [-5.215363, 2.209572, -1.594481], [-2.311665, 5.022913, 3.054441], [-1.422874, 4.677253, 4.176205], [-2.209315, 4.230609, 5.381430], [-0.426433, 3.680696, 3.747370], [-3.179258, 4.322770, 2.988792], [-1.969629, 5.202381, 2.058411], [-2.739646, 5.958840, 3.459285], [-0.830431, 5.550123, 4.368423], [-2.960782, 4.942948, 5.618422], [-1.467748, 4.198831, 6.131817], [-2.719178, 3.283519, 5.268239], [0.215663, 3.734790, 4.510499], [4.079345, 0.608502, -3.240891], [4.443074, 0.852806, -4.712540], [3.285822, 0.255473, -5.578938], [4.692482, 2.211019, -4.968663], [2.923146, 0.747504, -3.239377], [4.612471, 1.214023, -2.591131], [4.288134, -0.462645, -2.992972], [5.378372, 0.348663, -4.867734], [3.126489, -0.782869, -5.284984], [3.434577, 0.359862, -6.614621], [2.473503, 0.926983, -5.384956], [4.662786, 2.359247, -5.894392], [1.072614, 5.996390, -0.155211], [1.308830, 5.555328, 1.274179], [0.756630, 6.599997, 2.287605], [0.857995, 4.188349, 1.383345], [1.292299, 5.181748, -0.858872], [1.698686, 6.850381, -0.386200], [0.025607, 6.315797, -0.245300], [2.441675, 5.498880, 1.299068], [-0.288921, 6.881043, 2.063550], [1.305855, 7.563652, 2.209364], [0.789571, 6.307483, 3.360690], [0.136751, 4.016235, 2.095630], [2.512850, -3.637790, 4.471503], [1.656753, -3.261342, 3.295531], [2.514527, -2.577501, 2.301687], [1.085184, -4.369936, 2.652182], [1.872453, -3.749870, 5.363067], [3.175970, -2.770877, 4.705202], [3.098865, -4.664806, 4.253896], [0.875605, -2.616717, 3.676478], [1.931746, -2.367242, 1.416277], [3.265231, -3.317803, 1.930182], [2.998756, -1.717876, 2.683634], [0.386288, -4.012789, 2.062340], [-1.675305, 1.034692, -2.077236], [-1.279684, -0.401247, -1.437328], [0.194578, -0.576387, -1.205518], [0.778892, 0.332852, -0.175226], [0.068711, 0.149904, 1.193880], [-1.483770, 0.258488, 1.093078], [-1.952619, -0.601521, -0.154885], [-3.353818, -0.618658, -0.264736], [-2.226421, -0.336215, 2.274173], [-1.919511, 1.771256, 0.991067], [-1.794188, -1.386239, -2.439353], [-1.130703, 1.296708, -2.958030], [-1.505779, 1.829521, -1.328589], [-2.725824, 0.946013, -2.331356], [0.351006, -1.599334, -0.785270], [0.806243, -0.618012, -2.082432], [0.721561, 1.403780, -0.446181], [1.848308, 0.181099, 0.015220], [0.440596, 0.915253, 1.944088], [0.296491, -0.868468, 1.597551], [-2.013571, 0.286866, 3.193971], [-3.292301, -0.274556, 2.086062], [-2.005126, -1.407971, 2.368154], [-1.696810, 2.277147, 1.967339], [-1.375984, 2.336977, 0.245158], [-2.965719, 1.892344, 0.735971], [-1.481113, -2.397810, -2.306180], [-1.474566, -0.960990, -3.436509], [-2.837738, -1.238421, -2.391809], [-3.597712, 0.248907, -0.725606], [0.876246, -4.848096, -2.423660], [2.088294, -4.448107, -3.322796], [2.403969, -2.956736, -3.181868], [2.925935, -2.565215, -1.824674], [4.162146, -3.347988, -1.502210], [3.997685, -4.863675, -1.608380], [3.369075, -5.134185, -2.955471], [3.228455, -6.508242, -3.188502], [5.338723, -5.607351, -1.633217], [3.216090, -5.449745, -0.421036], [1.886470, -4.777285, -4.791102], [0.868955, -5.895446, -2.101438], [-0.043559, -4.725897, -2.973435], [0.813645, -4.283955, -1.427995], [3.144921, -2.663904, -3.999807], [1.518417, -2.399400, -3.425953], [2.172035, -2.932079, -1.108544], [2.980560, -1.513746, -1.721041], [4.436960, -3.023400, -0.502727], [4.969987, -3.060012, -2.181943], [5.957136, -5.221902, -0.827724], [5.180222, -6.699999, -1.517542], [5.768484, -5.353166, -2.575566], [3.751127, -5.576563, 0.481898], [2.309851, -5.049955, -0.075306], [2.904908, -6.436094, -0.662891], [1.775943, -5.867476, -4.926020], [2.858367, -4.487336, -5.259495], [1.060679, -4.228235, -5.230508], [2.719489, -6.842060, -2.452690]],
  "atomic_forces_ev_per_a": [[1.743, -1.541, -1.188], [-1.023, 1.798, 0.623], [-0.393, -0.408, 0.405], [0.970, 0.839, -0.070], [0.290, 0.594, 0.475], [-0.501, -0.315, 0.524], [-1.457, 1.640, -0.372], [1.220, -1.387, 0.657], [0.467, -0.334, -1.189], [-1.099, -0.503, -0.505], [-0.074, -0.066, 0.331], [-0.193, -0.194, 0.086], [1.207, 0.900, -0.912], [-1.001, 2.682, 0.067], [1.127, -2.200, -1.289], [-0.404, 0.699, 0.055], [0.186, 0.040, -0.285], [-0.213, -1.198, -0.052], [-0.009, -0.181, 1.200], [0.017, -1.669, 0.293], [-0.760, 1.096, 0.801], [0.231, 1.090, -0.020], [-0.141, -0.062, 0.431], [-0.250, -1.207, -0.363], [2.207, -0.457, -1.340], [-0.124, -1.269, -0.869], [1.204, 2.338, 0.618], [-0.045, -0.119, -0.253], [-0.769, 0.690, 0.205], [-0.829, 0.014, -0.226], [-0.071, 0.335, 0.771], [-0.101, 0.173, 0.502], [-0.008, -0.131, 0.391], [0.452, -0.566, 0.462], [-1.817, -0.979, -0.106], [0.056, 0.257, -0.146], [1.079, 0.649, 0.241], [-0.348, -0.606, -1.341], [0.644, -1.090, 0.637], [1.076, -0.393, -0.781], [-0.246, 0.082, 0.656], [-0.357, -0.441, -0.636], [-0.394, -0.501, -0.253], [-0.563, 0.716, 0.490], [-0.399, -0.091, 0.261], [-0.259, -0.041, 0.743], [0.412, 1.572, -0.470], [-0.919, 0.057, 0.391], [-0.117, -0.850, -1.184], [1.019, 0.999, -0.917], [-0.241, 0.018, 0.356], [-2.228, -0.236, -0.001], [-0.206, 0.209, 0.855], [0.439, 0.195, 0.590], [0.515, 0.531, 0.453], [-0.174, 0.328, 0.405], [-0.303, -0.211, -0.206], [0.780, -0.606, -0.312], [-0.099, -0.100, 0.100], [0.892, -0.191, -0.259], [1.455, -1.250, 2.208], [-0.281, 1.620, -1.080], [1.208, -1.778, 0.495], [-1.307, 0.429, -0.016], [0.108, 0.383, 0.056], [-0.216, -0.489, -0.232], [-1.478, 1.375, -0.261], [-0.044, -0.602, -0.806], [0.020, 0.409, -0.012], [-0.005, -0.060, -0.500], [-0.184, 0.700, 0.291], [0.617, -0.812, 0.125], [-2.776, 0.344, 0.481], [1.050, -1.344, -1.315], [0.582, -0.088, -0.755], [-0.303, 0.530, 1.916], [0.626, 0.245, -0.066], [0.902, -0.011, -0.331], [-0.262, -0.072, -0.749], [0.176, 0.605, 0.678], [-0.542, 0.853, 0.376], [0.368, -0.359, 1.520], [0.210, -0.377, -0.266], [-0.059, -0.484, -1.285], [-2.799, -1.600, -2.057], [-0.373, -1.249, 0.061], [1.335, 0.748, 1.563], [-0.454, 0.547, 1.440], [1.913, 0.001, 0.856], [0.754, 1.364, 1.314], [-0.195, 0.878, -0.254], [0.536, -0.683, -0.462], [-0.325, 0.194, -0.147], [0.636, -0.248, -1.496], [-1.005, -0.079, 0.429], [-0.001, 0.190, -1.286], [-0.809, 0.124, -0.020], [1.375, -0.032, -0.201], [0.017, 0.060, 0.166], [-1.417, -0.063, 1.458], [-0.097, 0.250, 0.249], [0.134, 0.204, -0.120], [0.080, -0.156, -0.353], [-1.132, 0.039, 0.785], [0.278, -0.376, -0.044], [-0.044, -0.724, -0.096], [0.253, -0.090, -0.806], [1.700, 0.741, -1.050], [0.778, -1.822, 0.725], [0.444, 0.040, 0.109], [0.562, -1.046, -1.624], [-0.941, -0.453, -0.122], [0.376, -0.420, -0.233], [-0.108, -0.931, -0.232], [-1.121, 2.512, 0.571], [-0.414, 0.484, -0.014], [-0.197, 0.537, -0.360], [-0.250, 0.540, 0.482], [0.496, 1.004, 0.225], [0.317, -0.366, 0.262], [0.377, -0.856, 1.912], [-0.166, 2.077, -0.604], [0.649, -1.448, 1.251], [0.016, 1.301, 1.475], [-0.360, -0.144, 0.346], [-0.601, 0.552, -1.837], [1.205, -0.106, 2.130], [0.021, 1.825, -0.937], [0.294, 0.425, 0.639], [0.816, -0.236, 0.843], [0.751, 1.312, -1.501], [0.529, -0.149, -0.659], [-0.289, -0.465, -0.835], [-0.212, 0.409, -0.097], [-0.409, 0.317, -0.247], [-0.004, 0.437, -1.001], [-0.161, -0.310, -0.137], [-0.193, -0.400, -0.363], [-0.457, -0.818, -0.754], [-0.067, 0.708, -0.268], [-0.032, -1.023, -0.790], [-0.195, 0.142, 0.014], [0.248, 0.344, 0.422], [-0.371, -0.539, -0.678], [0.375, 0.013, 0.147], [-0.413, -0.152, 0.163], [0.168, -0.737, 0.252], [-0.143, -0.865, 0.729], [-1.395, -0.615, -0.258], [-0.131, -1.229, 0.712], [0.284, 0.435, 1.161], [0.526, -0.172, 1.158], [0.760, 0.412, -1.412], [-1.403, -2.123, -0.018], [0.930, 0.467, -0.128], [-0.912, -0.488, 0.081], [-0.039, 0.812, 0.344], [0.571, -0.111, -0.150], [-0.752, 0.122, 0.501], [-0.061, -0.292, -0.688], [0.973, -0.403, -0.160], [0.282, -0.053, -0.305], [-0.380, 0.302, -0.153], [0.016, -0.500, -1.580], [-0.636, -0.489, 0.989], [-0.715, 0.321, -0.091], [0.061, 0.507, 0.046], [0.419, 1.036, 0.243], [0.481, -0.451, 0.329], [0.119, 0.061, -0.009], [0.176, -0.115, 0.157], [0.272, 0.744, -0.192], [0.686, -0.198, -0.694], [1.302, 0.056, 0.780], [-1.268, 1.450, -0.011], [-0.077, -1.299, -0.310], [-0.189, 0.595, -0.054], [-0.847, -0.227, -0.039], [-0.172, 0.021, -0.026], [-0.518, -0.474, 0.439]],
  "charge": 0,
  "e_lumo_ev": 0.4,
  "relative_energy_kcal_mol": 92.6,
  "smiles": "CC1(C)CCCC(C)(C)N1O.CC1(C)CCCC(C)(C)N1O.CC(C)O.CC(C)O.CC(C)O.CC(C)O.CC(C)O.CC(C)O.CC(C)O.CC(C)O.CC(C)O.CC(C)O",
  "e_homo_ha": -0.30521,
  "orbital_gap_ev": 8.7,
  "fmax_ev_per_a": 3.82
}